(1)
One molecule with the formula C23H27N3O4S. Source: the Open Molecules 2025 dataset; level of theory: ωB97M-V/def2-TZVPD.

Structure (XYZ):
```
58
Properties=species:S:1:pos:R:3:forces:R:3
O 2.7577 -0.7623 -2.4133 0.050 0.192 -0.055
C 1.8870 -1.2753 -1.7265 0.188 -0.050 -0.172
C 1.3443 -0.5853 -0.5345 0.019 0.530 0.235
C 1.5360 0.7307 -0.3969 0.061 -0.616 -0.422
C 1.1495 1.5548 0.7345 -0.231 0.266 0.517
C 0.2269 1.1322 1.6956 0.160 0.098 -0.129
C -0.0927 1.9441 2.7677 -0.092 -0.026 0.192
C 0.5091 3.1821 2.8879 -0.174 0.216 0.359
S 0.1255 4.2439 4.2735 -0.036 0.115 -0.497
O 1.3437 4.6669 4.8978 0.131 0.156 -0.156
O -0.8663 3.5930 5.0868 -0.029 -0.088 -0.267
N -0.4982 5.5684 3.4450 0.580 -0.816 0.454
C -1.8819 5.4104 3.0423 -0.598 -0.057 0.050
C -2.8360 5.7905 4.1801 -0.043 -0.265 -0.170
O -2.5585 7.0879 4.6616 -0.069 0.171 -0.075
C -1.2341 7.1788 5.1411 0.283 0.082 -0.090
C -0.2298 6.8692 4.0292 0.071 0.356 0.527
C 1.4189 3.6285 1.9477 0.076 0.046 -0.014
C 1.7304 2.8209 0.8720 -0.077 -0.136 0.058
N 1.4297 -2.5304 -1.9881 0.094 -0.135 -0.046
C 0.2090 -3.1303 -1.5042 -0.462 -0.044 -0.016
C -0.7842 -3.2608 -2.6770 0.006 -0.049 0.357
N -0.2313 -4.0144 -3.7753 -0.210 0.262 -0.116
C -0.3534 -5.4006 -3.8212 -0.127 -0.259 -0.050
C 0.0196 -6.0877 -4.9824 0.107 0.033 -0.029
C -0.1343 -7.4546 -5.0844 0.044 -0.012 0.018
C -0.6768 -8.1844 -4.0395 -0.056 -0.143 0.056
C -1.0689 -7.5178 -2.8937 -0.004 -0.151 -0.067
C -0.9090 -6.1489 -2.7796 0.012 0.200 0.078
C 0.9845 -3.3837 -4.2465 0.411 0.017 0.116
C 2.0006 -3.2622 -3.1010 0.218 0.068 -0.450
H 0.8807 -1.1748 0.2402 -0.096 0.005 0.119
H 2.0631 1.2354 -1.1975 0.062 -0.023 -0.081
H -0.2502 0.1694 1.5986 -0.062 -0.087 -0.011
H -0.7989 1.6360 3.5230 -0.097 -0.092 0.040
H -2.0287 4.3689 2.7544 -0.199 0.036 -0.150
H -2.0534 6.0568 2.1751 0.016 -0.101 0.034
H -3.8693 5.8112 3.8294 0.065 -0.087 -0.001
H -2.7309 5.0557 4.9899 -0.101 0.111 -0.096
H -1.1123 8.1994 5.5075 0.074 -0.090 0.031
H -1.0819 6.4669 5.9664 -0.017 0.104 0.002
H 0.7853 6.8422 4.4233 -0.026 0.243 -0.027
H -0.3042 7.6166 3.2328 0.024 -0.074 0.043
H 1.8689 4.5993 2.0785 0.107 0.126 -0.093
H 2.4420 3.1561 0.1322 0.065 0.042 -0.073
H -0.2424 -2.5290 -0.7180 0.041 -0.047 0.003
H 0.4432 -4.1255 -1.1075 -0.069 0.084 0.042
H -1.7188 -3.7114 -2.3445 0.001 0.043 -0.014
H -1.0063 -2.2537 -3.0507 -0.025 -0.048 0.086
H 0.4148 -5.5435 -5.8264 0.006 0.064 -0.063
H 0.1644 -7.9541 -5.9945 0.018 -0.026 -0.079
H -0.7966 -9.2537 -4.1208 -0.015 -0.091 -0.006
H -1.4981 -8.0674 -2.0682 -0.031 -0.035 0.060
H -1.2194 -5.6753 -1.8611 0.006 0.077 0.057
H 0.7360 -2.3833 -4.6161 0.073 -0.050 -0.030
H 1.4274 -3.9556 -5.0583 -0.038 0.067 -0.008
H 2.2782 -4.2646 -2.7550 -0.010 0.029 -0.031
H 2.8904 -2.7254 -3.4318 -0.079 -0.139 0.049
```
Forces are in eV/Å.

## Properties
HOMO level: -7.83 eV
HOMO-LUMO gap: 0.272 hartree
Structure (SMILES): O=C(/C=C/c1ccc(S(=O)(=O)N2CCOCC2)cc1)N1CCN(c2ccccc2)CC1
Energy relative to the best compared isomer or geometry (same formula, charge and spin): 74.2 kcal/mol
Total charge: 0
Multiplicity: 1



(2)
One molecule with the formula C23H27N3O5S. Source: the Open Molecules 2025 dataset; level of theory: ωB97M-V/def2-TZVPD.

Structure (XYZ):
```
59
Properties=species:S:1:pos:R:3:forces:R:3
C -7.1634 0.7800 3.9371 0.414 -0.052 0.083
C -5.9750 0.2475 4.7243 -0.460 -0.290 0.024
O -4.7445 0.7998 4.2588 0.259 0.131 -0.118
C -4.2208 0.2194 3.1565 -0.003 0.156 -0.006
O -4.6878 -0.7549 2.6138 -0.289 -0.341 -0.009
N -3.1180 0.8708 2.7124 0.020 0.150 0.006
C -2.3416 0.3013 1.6337 0.080 -0.423 -0.074
C -0.9967 -0.2012 2.1748 -0.285 -0.161 -0.361
N -0.3269 0.8702 2.8722 -0.155 -0.053 0.120
C 0.8589 1.4330 2.5365 -0.006 -0.091 -0.010
O 1.3638 2.3241 3.1931 0.270 0.173 0.032
C 1.5286 0.8891 1.3120 -0.009 0.265 -0.386
C 2.7520 0.2075 1.4542 0.087 -0.098 -0.065
C 3.4159 -0.2659 0.3578 -0.013 0.005 0.263
C 2.8959 -0.0651 -0.9342 -0.460 0.415 -0.102
C 3.4847 -0.5513 -2.1222 0.444 -0.188 -0.141
S 4.8659 -1.6955 -2.0073 -0.225 0.033 0.006
C 3.9285 -3.1341 -1.3552 0.218 0.438 0.034
C 2.5939 -3.1908 -2.0460 -0.214 -0.261 -0.241
O 2.4137 -3.4387 -3.2062 0.050 -0.122 -0.133
O 1.5962 -2.9012 -1.2017 -0.271 0.056 0.543
C 2.9743 -0.2237 -3.3562 0.181 -0.184 0.446
C 1.7808 0.5490 -3.3775 -0.110 0.071 0.123
N 1.1675 0.9443 -2.2943 -0.381 0.277 -0.267
C 1.6939 0.6783 -1.0866 0.619 -0.384 0.290
C 1.0210 1.1377 0.0615 0.145 -0.045 0.394
C 1.1405 0.9389 -4.6766 -0.091 -0.106 -0.246
C 1.5659 0.0377 -5.8284 0.114 0.280 -0.059
C 3.0868 -0.0334 -5.8668 -0.120 -0.195 0.031
C 3.5970 -0.7411 -4.6176 0.113 0.017 -0.334
C -1.1026 1.4155 3.9662 -0.093 0.457 0.128
C -2.4434 1.9299 3.4299 0.160 0.054 0.355
H -7.1849 1.8666 3.9748 -0.056 0.093 0.018
H -7.0891 0.4622 2.9001 -0.048 -0.022 -0.065
H -8.0847 0.3903 4.3603 -0.133 -0.027 0.035
H -6.0325 0.5422 5.7744 0.030 -0.068 -0.115
H -5.9285 -0.8434 4.6440 0.011 0.181 0.105
H -2.1721 1.0718 0.8743 0.024 -0.042 -0.008
H -2.9155 -0.5189 1.2009 0.095 0.122 -0.011
H -1.1832 -1.0179 2.8837 0.008 0.012 -0.082
H -0.3725 -0.5735 1.3631 -0.091 -0.015 0.126
H 3.1578 0.0704 2.4449 0.077 -0.003 0.089
H 4.3640 -0.7719 0.4673 0.042 -0.061 0.020
H 3.7980 -3.0389 -0.2787 0.016 -0.100 -0.061
H 4.5313 -4.0044 -1.6080 -0.113 -0.036 0.018
H 0.7412 -2.9196 -1.6610 0.262 -0.049 -0.205
H 0.1121 1.7016 -0.0807 -0.152 0.056 -0.013
H 1.4363 1.9706 -4.8925 -0.039 0.025 -0.033
H 0.0578 0.9388 -4.5415 0.054 0.051 0.053
H 1.1598 -0.9660 -5.6863 -0.051 -0.064 -0.040
H 1.1744 0.4320 -6.7676 -0.050 -0.064 0.001
H 3.4963 0.9784 -5.9153 0.023 0.055 -0.072
H 3.4243 -0.5755 -6.7513 0.062 0.053 -0.004
H 3.3633 -1.8097 -4.6841 0.115 0.048 -0.005
H 4.6833 -0.6542 -4.5464 -0.081 -0.078 -0.042
H -1.2781 0.6333 4.7132 -0.004 0.041 -0.017
H -0.5252 2.2259 4.4140 -0.095 -0.133 0.000
H -2.2620 2.7579 2.7354 0.011 0.000 0.084
H -3.0765 2.2746 4.2447 0.096 0.040 -0.102
```
Forces are in eV/Å.

## Properties
HOMO level: -8.77 eV
HOMO-LUMO gap: 0.317 hartree
Structure (SMILES): CCOC(=O)N1CCN(C(=O)c2ccc3c(SCC(=O)O)c4c(nc3c2)CCCC4)CC1
Energy relative to the best compared isomer or geometry (same formula, charge and spin): 11.7 kcal/mol
Total charge: 0
Multiplicity: 1



(3)
One molecule with the formula C23H27N3O5S2. Source: the Open Molecules 2025 dataset; level of theory: ωB97M-V/def2-TZVPD.

Structure (XYZ):
```
60
Properties=species:S:1:pos:R:3:forces:R:3
C 6.0492 5.1428 -4.2798 0.115 0.149 0.062
O 5.2105 4.0873 -4.6735 -0.214 -0.281 -0.029
C 4.6450 3.3124 -3.6977 -0.016 -0.029 0.069
C 4.8134 3.4868 -2.3330 0.196 0.239 -0.387
C 4.1798 2.6451 -1.4321 -0.231 -0.250 0.127
C 3.3658 1.5951 -1.8555 0.258 0.264 -0.100
N 2.7745 0.6865 -0.9789 0.114 -0.462 0.137
C 3.0336 0.7630 0.4403 0.043 0.257 0.230
C 2.0764 1.7635 1.1160 0.460 -0.157 0.072
N 0.7178 1.3278 0.8772 -0.020 0.200 -0.207
C -0.0704 0.6566 1.7353 0.024 0.628 0.217
O -1.1758 0.2437 1.4120 -0.133 0.075 0.110
C 0.4257 0.4405 3.1627 -0.078 -0.093 -0.217
C -0.2979 -0.7792 3.6911 -0.008 -0.312 -0.654
S 0.0278 -2.1594 2.5155 -0.075 -0.632 0.477
O 0.2553 -3.3370 3.3136 -0.266 -0.040 0.240
O 1.0897 -1.7668 1.6198 -0.118 0.236 -0.243
C -1.4700 -2.4445 1.5717 0.268 0.008 0.255
C -1.4645 -2.3499 0.1943 0.166 -0.018 -0.042
C -2.6377 -2.5747 -0.4994 -0.007 -0.065 0.239
C -3.8024 -2.9035 0.1828 -0.213 -0.005 0.074
C -3.7920 -3.0382 1.5772 0.399 0.193 -0.355
C -2.6080 -2.7970 2.2655 -0.082 -0.037 -0.030
N -4.9179 -3.4670 2.2730 0.280 -0.226 0.474
C -6.2170 -3.4373 1.8613 -0.063 0.170 -0.189
O -7.0942 -3.9575 2.5095 -0.216 -0.053 0.087
C -6.4668 -2.6534 0.5849 0.186 0.026 -0.287
C -7.8914 -2.8222 0.0902 0.164 -0.013 0.043
S -5.2874 -3.2029 -0.7097 -0.228 -0.021 0.274
C 0.4229 1.2477 -0.5423 -0.229 -0.255 -0.366
C 1.4075 0.2635 -1.1988 -0.383 0.210 -0.018
C 3.2233 1.4212 -3.2388 -0.028 0.077 -0.002
C 3.8398 2.2611 -4.1360 0.103 0.207 0.012
H 6.3918 5.6087 -5.2026 0.007 0.007 0.095
H 6.9155 4.7810 -3.7154 -0.037 0.017 -0.005
H 5.5108 5.8849 -3.6801 0.026 -0.035 -0.007
H 5.4323 4.2804 -1.9439 0.058 0.077 -0.009
H 4.3423 2.8331 -0.3824 -0.029 -0.016 0.096
H 4.0758 1.0231 0.6209 0.000 -0.026 0.016
H 2.8403 -0.2306 0.8599 0.100 0.124 0.032
H 2.2817 1.8584 2.1797 -0.026 0.037 -0.012
H 2.1889 2.7507 0.6534 0.025 -0.051 0.126
H 1.4946 0.2384 3.1711 0.002 0.149 0.063
H 0.2129 1.3227 3.7718 0.043 -0.037 -0.002
H 0.0672 -1.1097 4.6588 0.045 -0.150 -0.011
H -1.3738 -0.6347 3.7064 -0.059 -0.003 0.063
H -0.5494 -2.0938 -0.3116 0.098 0.080 -0.118
H -2.6684 -2.5021 -1.5751 0.039 0.063 -0.124
H -2.5680 -2.9110 3.3382 -0.074 -0.020 0.180
H -4.7588 -3.8804 3.1835 -0.156 0.012 -0.148
H -6.2389 -1.5983 0.7754 -0.046 -0.094 0.062
H -8.0541 -2.2298 -0.8062 -0.019 0.058 -0.060
H -8.5841 -2.5048 0.8657 -0.038 -0.014 -0.005
H -8.0860 -3.8680 -0.1344 -0.073 -0.063 -0.002
H -0.6054 0.9039 -0.6558 0.092 0.113 -0.044
H 0.5336 2.2420 -0.9872 -0.029 -0.051 -0.005
H 1.1897 0.1831 -2.2612 -0.003 -0.059 0.032
H 1.2860 -0.7167 -0.7272 -0.061 0.025 -0.122
H 2.6380 0.6006 -3.6224 -0.039 -0.093 -0.029
H 3.7209 2.1147 -5.1978 -0.015 -0.037 -0.135
```
Forces are in eV/Å.

## Properties
HOMO level: -7.38 eV
HOMO-LUMO gap: 0.288 hartree
Structure (SMILES): COc1ccc(N2CCN(C(=O)CCS(=O)(=O)c3ccc4c(c3)NC(=O)[C@H](C)S4)CC2)cc1
Energy relative to the best compared isomer or geometry (same formula, charge and spin): 39.2 kcal/mol
Total charge: 0
Multiplicity: 1



(4)
One molecule with the formula C23H27N3O6S. Source: the Open Molecules 2025 dataset; level of theory: ωB97M-V/def2-TZVPD.

Structure (XYZ):
```
60
Properties=species:S:1:pos:R:3:forces:R:3
C 2.1282 -1.5127 -1.0983 0.075 0.332 -0.269
C 2.8743 -0.5007 -1.9632 0.132 -0.322 0.303
O 2.0170 0.2033 -2.8408 -0.206 0.233 -0.170
C 1.1814 1.1581 -2.3428 -0.150 0.050 -0.034
C 1.1941 1.6547 -1.0460 0.280 -0.235 -0.129
C 0.2602 2.5953 -0.6433 -0.328 0.290 -0.102
C -0.7045 3.0657 -1.5259 0.904 -0.241 -0.412
N -1.7505 3.9138 -1.1370 -1.033 -0.233 -0.253
C -1.6867 4.5959 0.1339 -0.221 0.222 0.367
S -3.2802 3.3713 -1.6173 -0.067 -0.139 0.150
O -4.2232 3.8026 -0.6306 0.127 -0.066 0.309
O -3.5257 3.7494 -2.9764 0.199 -0.198 -0.159
C -3.0765 1.5812 -1.5809 -0.120 0.545 0.099
C -3.3317 0.8443 -2.7316 -0.056 -0.160 -0.058
C -3.0144 -0.4933 -2.7721 -0.046 0.052 0.049
C -2.3965 -1.0966 -1.6701 -0.110 0.678 0.196
N -2.0067 -2.4081 -1.7138 0.006 -0.332 -0.217
C -1.3718 -2.9844 -0.6767 0.115 0.004 0.314
C -1.0866 -2.3350 0.4849 0.018 -0.043 -0.030
C -0.3272 -3.1252 1.5097 -0.259 0.219 -0.078
O 0.1143 -4.2316 1.2437 0.163 -0.346 -0.139
N -0.1997 -2.5280 2.7048 -0.057 0.261 0.211
C 0.6217 -3.0689 3.7595 0.206 -0.139 0.195
C 1.8385 -2.1817 4.0271 0.100 -0.042 -0.367
C 2.7119 -2.0592 2.7736 -0.203 -0.114 0.131
O 3.9246 -1.3709 2.9729 0.163 -0.047 0.037
C 3.7853 0.0140 3.1666 0.018 -0.017 0.038
C -1.4654 -0.9433 0.6585 -0.013 -0.171 -0.183
O -1.2280 -0.2713 1.6613 -0.068 0.177 0.046
C -2.1519 -0.3535 -0.5029 -0.146 0.075 -0.232
C -2.5233 0.9928 -0.4721 -0.123 -0.145 0.011
C -0.6693 2.6214 -2.8491 0.363 0.041 0.049
C 0.2515 1.6795 -3.2464 0.130 -0.141 0.127
H 1.6144 -2.2353 -1.7273 -0.049 -0.096 -0.058
H 2.8309 -2.0419 -0.4613 0.058 -0.082 0.114
H 1.3867 -1.0177 -0.4744 -0.041 -0.005 0.110
H 3.4496 0.1946 -1.3403 -0.012 -0.022 -0.098
H 3.5706 -1.0207 -2.6265 -0.023 0.119 0.129
H 1.9187 1.3143 -0.3235 0.071 -0.080 0.052
H 0.2898 2.9418 0.3767 -0.045 0.023 0.142
H -2.5757 5.2164 0.2089 0.152 0.075 0.175
H -1.6706 3.9102 0.9873 0.034 0.032 0.023
H -0.7982 5.2268 0.1547 -0.013 -0.038 -0.039
H -3.7636 1.3509 -3.5797 -0.017 -0.020 -0.173
H -3.2096 -1.0785 -3.6584 -0.026 -0.040 -0.120
H -2.1859 -2.9373 -2.5562 0.070 0.055 0.200
H -1.0695 -4.0176 -0.7818 0.011 -0.025 -0.047
H -0.5338 -1.5710 2.7897 -0.033 -0.118 -0.202
H 0.0231 -3.1580 4.6722 0.084 -0.093 -0.086
H 0.9358 -4.0654 3.4396 -0.060 0.074 0.133
H 1.4959 -1.1924 4.3383 0.022 0.039 0.095
H 2.4308 -2.6120 4.8355 0.010 0.025 0.061
H 2.1333 -1.5710 1.9750 0.070 -0.065 0.017
H 3.0020 -3.0567 2.4333 -0.114 0.037 -0.034
H 4.7889 0.4332 3.1179 -0.054 0.087 0.016
H 3.3468 0.2528 4.1415 -0.002 0.032 -0.033
H 3.1643 0.4629 2.3809 -0.008 0.026 -0.005
H -2.3440 1.5528 0.4319 0.129 0.044 0.121
H -1.3870 3.0163 -3.5490 0.002 0.021 -0.150
H 0.2732 1.3236 -4.2641 -0.010 -0.050 -0.141
```
Forces are in eV/Å.

## Properties
HOMO level: -8.17 eV
HOMO-LUMO gap: 0.287 hartree
Structure (SMILES): CCOc1ccc(N(C)S(=O)(=O)c2ccc3[nH]cc(C(=O)NCCCOC)c(=O)c3c2)cc1
Energy relative to the best compared isomer or geometry (same formula, charge and spin): 39.8 kcal/mol
Total charge: 0
Multiplicity: 1